ORCA calculation (ωB97M-V/def2-TZVPD) on a structure of composition C49H66INO2PSe2SiTaTe2 in a non-equilibrium geometry.

CARTESIAN COORDINATES (ANGSTROEM)
Ta1 -0.463 -0.093 1.209
I1 0.026 3.194 1.977
C1 -1.937 3.687 2.466
C2 -1.978 4.821 3.229
C3 -3.193 5.303 3.763
C4 -4.334 4.603 3.544
C5 -4.323 3.420 2.763
C6 -5.543 2.706 2.598
C7 -5.587 1.562 1.873
C8 -4.409 1.098 1.240
C9 -3.222 1.759 1.355
C10 -3.129 2.942 2.165
H1 -1.064 5.356 3.450
H2 -3.195 6.205 4.360
H3 -5.276 4.929 3.967
H4 -6.432 3.101 3.075
H5 -6.515 1.018 1.759
H6 -4.440 0.207 0.625
C11 0.013 -1.598 -0.404
Si1 -1.426 -2.642 -0.894
C12 -2.583 -2.785 0.567
N1 -2.067 -2.292 1.866
C13 -3.262 -2.050 2.748
C14 -3.112 -2.602 4.156
C15 -2.948 -4.120 4.112
C16 -1.926 -4.528 3.028
C17 -1.187 -3.311 2.485
C18 -0.906 -4.375 -1.429
C19 -0.049 -5.142 -0.625
C20 0.340 -6.423 -0.987
C21 -0.116 -6.977 -2.177
C22 -0.949 -6.237 -2.999
C23 -1.335 -4.952 -2.629
C24 -2.464 -1.967 -2.300
C25 -2.026 -0.934 -3.128
C26 -2.825 -0.428 -4.144
C27 -4.096 -0.943 -4.353
C28 -4.556 -1.973 -3.544
C29 -3.746 -2.478 -2.535
H7 0.294 -0.974 -1.259
H8 0.844 -2.279 -0.218
H9 -2.948 -3.815 0.679
H10 -3.453 -2.180 0.308
H11 -4.114 -2.562 2.287
H12 -3.495 -0.985 2.746
H13 -4.005 -2.335 4.727
H14 -2.268 -2.129 4.655
H15 -3.915 -4.580 3.896
H16 -2.641 -4.492 5.091
H17 -2.417 -5.069 2.218
H18 -1.181 -5.215 3.434
H19 -0.452 -3.602 1.741
H20 -0.632 -2.823 3.284
H21 0.344 -4.731 0.298
H22 1.003 -6.989 -0.344
H23 0.187 -7.976 -2.462
H24 -1.299 -6.656 -3.934
H25 -1.981 -4.390 -3.292
H26 -1.045 -0.507 -2.976
H27 -2.456 0.376 -4.771
H28 -4.724 -0.547 -5.141
H29 -5.545 -2.385 -3.703
H30 -4.129 -3.288 -1.921
Se1 1.546 -1.479 2.190
Te1 1.870 -1.540 4.692
Te2 0.674 0.806 5.096
Se2 -1.265 0.249 3.562
C30 4.522 -1.304 -3.029
C31 4.521 -1.906 -1.631
C32 3.433 -1.264 -0.744
C33 3.086 0.164 -1.221
C34 4.387 0.847 -1.673
C35 4.911 0.177 -2.959
P1 1.954 1.165 -0.157
C36 1.161 2.406 -1.317
C37 1.666 3.804 -1.730
C38 2.525 3.885 -2.987
C39 1.814 3.226 -4.164
C40 1.457 1.782 -3.834
C41 0.605 1.680 -2.565
C42 2.998 1.970 1.151
C43 4.023 1.015 1.799
C44 4.429 1.565 3.173
C45 4.535 3.099 3.170
C46 4.871 3.595 1.770
C47 3.702 3.307 0.815
H31 3.527 -1.417 -3.471
H32 5.208 -1.839 -3.688
H33 5.507 -1.755 -1.180
H34 4.367 -2.985 -1.670
H35 3.771 -1.250 0.288
H36 2.535 -1.872 -0.764
H37 2.466 0.041 -2.110
H38 5.128 0.754 -0.880
H39 4.256 1.912 -1.839
H40 6.000 0.270 -2.988
H41 4.533 0.710 -3.835
H42 0.281 2.613 -0.718
H43 2.134 4.326 -0.904
H44 0.750 4.372 -1.947
H45 3.494 3.405 -2.836
H46 2.738 4.933 -3.210
H47 2.437 3.265 -5.060
H48 0.900 3.788 -4.388
H49 2.386 1.214 -3.742
H50 0.906 1.327 -4.662
H51 0.390 0.639 -2.337
H52 -0.367 2.131 -2.788
H53 2.297 2.159 1.967
H54 4.901 0.934 1.157
H55 3.617 0.017 1.917
H56 5.387 1.128 3.464
H57 3.697 1.233 3.912
H58 5.277 3.431 3.898
H59 3.583 3.544 3.480
H60 5.783 3.103 1.416
H61 5.080 4.666 1.767
H62 4.052 3.316 -0.217
H63 2.980 4.121 0.910
C48 -2.648 2.486 -1.368
O1 -1.645 2.150 -0.411
C49 -2.052 1.248 0.591
O2 -2.133 -0.051 0.129
H64 -3.478 3.013 -0.892
H65 -3.023 1.595 -1.879
H66 -2.181 3.149 -2.095

The spin multiplicity is 1. Its total energy is -229569.7173 eV. The net charge is 0.

=====

ORCA calculation (ωB97M-V/def2-TZVPD) on an isolated molecule of C49H66N4O5.

CARTESIAN COORDINATES (ANGSTROEM)
C1 7.030 6.922 0.339
C2 6.044 5.999 -0.367
C3 4.686 6.671 -0.558
C4 3.701 5.836 -1.377
C5 3.265 4.556 -0.668
H1 4.123 3.898 -0.528
H2 2.877 4.808 0.318
C6 2.178 3.836 -1.479
N1 1.813 2.526 -0.974
C7 2.456 1.382 -1.299
O1 2.071 0.292 -0.900
C8 3.681 1.481 -2.194
C9 3.312 1.283 -3.679
C10 3.763 -0.078 -4.212
C11 3.005 -1.246 -3.577
H3 2.922 -1.074 -2.503
H4 3.577 -2.162 -3.732
C12 1.588 -1.400 -4.154
N2 0.569 -1.585 -3.133
C13 0.325 -2.808 -2.543
C14 -0.633 -2.954 -1.592
C15 -0.971 -4.224 -0.946
O2 -0.431 -5.300 -1.097
O3 -2.014 -4.061 -0.109
C16 -2.459 -5.202 0.627
C17 -3.622 -5.858 -0.069
C18 -4.927 -5.553 0.294
C19 -5.992 -6.135 -0.372
C20 -5.760 -7.020 -1.411
C21 -4.461 -7.321 -1.783
C22 -3.396 -6.743 -1.116
H5 -2.381 -6.972 -1.405
H6 -4.277 -8.010 -2.595
H7 -6.592 -7.474 -1.930
H8 -7.004 -5.896 -0.080
H9 -5.107 -4.860 1.103
H10 -1.624 -5.904 0.726
H11 -2.749 -4.818 1.608
C23 -1.449 -1.776 -1.107
N3 -1.097 -0.587 -1.857
C24 -0.115 -0.443 -2.754
O4 0.116 0.644 -3.271
H12 -1.549 0.268 -1.565
C25 -1.237 -1.527 0.373
C26 0.049 -1.430 0.887
C27 0.244 -1.212 2.238
C28 -0.839 -1.074 3.104
C29 -2.126 -1.158 2.577
C30 -2.321 -1.381 1.228
H13 -3.324 -1.459 0.834
H14 -2.979 -1.068 3.233
C31 -0.628 -0.822 4.537
C32 0.396 -1.465 5.230
C33 0.605 -1.210 6.573
C34 -0.201 -0.307 7.245
C35 -1.225 0.334 6.567
C36 -1.439 0.077 5.226
H15 -2.228 0.594 4.699
H16 -1.856 1.041 7.086
H17 -0.034 -0.105 8.292
H18 1.401 -1.718 7.098
H19 1.020 -2.181 4.716
H20 1.249 -1.128 2.622
H21 0.899 -1.506 0.226
H22 -2.519 -1.980 -1.273
C37 1.153 -3.948 -3.038
H23 0.937 -4.144 -4.088
H24 2.210 -3.718 -2.939
H25 0.930 -4.841 -2.467
H26 1.312 -0.482 -4.678
H27 1.538 -2.222 -4.868
H28 3.628 -0.105 -5.296
H29 4.831 -0.198 -4.013
H30 2.232 1.380 -3.800
H31 3.786 2.063 -4.278
H32 4.358 0.684 -1.880
H33 4.199 2.425 -2.052
C38 0.675 2.441 -0.064
H34 0.387 1.382 -0.045
C39 1.012 2.869 1.377
C40 -0.146 2.522 2.316
C41 0.175 2.947 3.746
C42 1.450 2.272 4.237
C43 2.608 2.601 3.303
C44 2.283 2.180 1.874
H35 3.126 2.421 1.224
H36 2.134 1.099 1.833
H37 2.799 3.678 3.328
H38 3.516 2.095 3.639
H39 1.680 2.601 5.253
H40 1.298 1.191 4.265
H41 -0.657 2.686 4.403
H42 0.300 4.032 3.779
H43 -1.051 3.029 1.981
H44 -0.324 1.444 2.287
H45 1.146 3.955 1.394
C45 -0.502 3.256 -0.626
O5 -0.998 4.202 -0.041
N4 -0.928 2.823 -1.822
H46 -0.449 2.068 -2.313
C46 -2.077 3.398 -2.483
C47 -3.271 2.437 -2.478
C48 -3.725 2.035 -1.073
C49 -4.254 3.209 -0.258
H47 -4.678 2.854 0.679
H48 -3.451 3.902 -0.022
H49 -5.029 3.740 -0.807
H50 -2.893 1.581 -0.527
H51 -4.509 1.278 -1.169
H52 -2.999 1.541 -3.043
H53 -4.100 2.920 -2.999
H54 -1.811 3.638 -3.516
H55 -2.329 4.320 -1.956
H56 2.496 3.741 -2.520
H57 1.279 4.457 -1.470
H58 4.155 5.584 -2.339
H59 2.814 6.440 -1.580
H60 4.838 7.626 -1.067
H61 4.249 6.886 0.420
H62 6.447 5.719 -1.344
H63 5.928 5.088 0.221
H64 7.990 6.429 0.473
H65 6.650 7.205 1.319
H66 7.187 7.829 -0.241

The spin multiplicity is 1. The value obtained for the energy relative to the best compared isomer or geometry (same formula, charge and spin) is 3.82 kJ/mol. Its total energy is -68086.9128 eV. The net charge is 0.

=====

no.,orbital gap (eV)
1,6.26
2,9.05